No. 1
Here is 7 unconnected molecules or ions with the total composition C97H216F3O3P6S in a non-equilibrium geometry from OMol25. Energies are from ωB97M-V with the def2-TZVPD basis set.

Values from the calculation:
2S+1: 1
HOMO-LUMO gap: 10.3 eV
energy above the lowest of the compared OMol25 structures with the same formula, charge and spin: 0.00 kcal per mole
total charge: +5

Structure (XYZ):
```
326
Properties=species:S:1:pos:R:3:mulliken_charge:R:1
H -7.34 1.87 1.85 0.24
C 2.01 -7.61 -2.17 -1.71
H 1.31 4.09 -3.57 0.13
H 2.87 -7.34 -2.79 0.35
C -1.08 -1.81 3.67 1.44
H -0.38 -7.15 -0.66 0.51
H 0.89 -2.89 -9.23 0.48
C -0.18 -2.98 -11.30 -0.76
H 4.08 1.24 1.39 1.28
H 0.11 3.11 -0.73 0.02
C 0.33 -8.49 2.84 -0.15
H -5.24 -1.83 -0.70 0.26
H -3.80 1.40 -5.98 -0.45
H 2.59 -0.97 5.51 -0.02
C -1.62 2.95 7.62 -1.49
C -6.28 3.41 0.64 0.12
H 2.50 4.59 -4.86 0.52
C -8.75 2.35 -2.00 -0.17
C -1.59 5.34 11.82 -0.62
C -2.52 3.67 -4.31 -1.16
H -2.22 -3.10 2.36 -0.57
H -2.33 -4.31 0.38 -0.62
H -1.54 0.28 9.27 0.86
H -1.23 3.90 7.25 0.47
H 2.72 0.80 -6.97 0.76
H -1.66 -3.07 -5.12 0.49
H -1.99 -2.46 -8.84 0.84
H -2.30 3.47 11.21 0.23
H 4.42 0.53 4.86 0.37
H -3.19 2.12 3.17 -0.45
H 4.03 3.49 -0.66 0.81
O 0.27 -0.67 -3.71 -0.52
H -2.99 3.63 -5.30 0.11
H 3.73 8.48 3.84 0.37
H 4.74 1.48 3.34 0.25
C 2.32 0.80 2.66 -0.24
C 5.97 -1.30 -3.73 -2.24
H 6.30 -0.86 -4.67 0.73
H 0.57 2.96 2.31 -0.21
C 6.90 3.42 -3.36 -0.26
H 0.36 -3.80 -11.78 0.42
H 0.15 4.66 9.90 0.66
H 3.41 -1.91 6.73 0.47
C -4.11 -1.66 1.15 -0.92
C -2.87 -0.47 12.36 -1.11
H -4.17 2.38 -8.93 0.37
H 1.75 2.20 -5.50 -1.02
F -1.52 -0.24 -0.78 -0.14
F 0.52 -0.89 0.12 -0.02
H 0.35 -0.29 8.15 0.64
H -8.41 2.88 0.89 0.00
H -1.88 4.11 1.96 0.37
C -2.01 -1.87 4.92 -1.47
H 4.56 -2.56 0.94 0.30
H -4.89 2.44 -3.97 0.57
P -6.16 2.76 -1.14 0.78
C -1.34 -0.55 11.97 -0.70
H -5.36 -4.37 -1.75 0.44
H 8.42 3.78 -4.90 0.35
H 2.41 -8.44 -1.59 0.41
H 4.63 3.69 1.90 0.67
C -1.81 2.05 6.35 0.44
H 3.57 3.97 3.26 0.18
H 10.60 0.09 -2.39 0.44
H -1.58 1.41 -7.47 -0.34
H 1.52 2.51 7.63 0.61
C -2.49 1.88 3.97 0.88
C -2.83 2.36 -3.58 2.54
H -0.63 -2.87 1.83 -0.35
H -2.53 1.40 10.09 0.81
C -4.31 2.28 -7.85 -1.46
C -4.29 -4.50 -1.55 -0.70
H 3.19 5.63 -0.62 0.10
C 7.49 4.22 -4.53 -1.53
C 0.54 -6.77 -0.20 -0.78
C 1.06 1.87 -6.28 2.39
H 0.93 -5.72 -2.03 -0.12
H 2.62 -0.25 2.61 0.87
H 10.31 1.68 -2.88 0.38
C -3.84 1.08 -7.02 0.12
H 12.21 0.74 -4.17 0.40
C -1.21 -2.97 2.74 0.74
H 1.61 5.13 -1.09 0.37
H -4.43 1.10 -2.95 0.16
H -2.23 1.07 6.60 0.34
C -0.97 -2.10 -8.95 -0.95
H -1.58 -0.44 -5.64 -0.10
H 2.71 -0.49 8.51 0.58
H -4.26 -2.70 1.41 0.44
C 0.93 2.91 -7.41 -1.64
H 1.86 1.79 9.12 0.62
H 2.05 1.25 4.87 -0.70
H -6.24 4.50 0.63 1.01
H -1.97 -4.05 -11.62 0.29
C 2.51 -1.31 6.54 -1.16
C 3.66 4.11 2.18 -0.10
C 2.64 1.46 3.98 1.01
H 4.40 1.11 -2.83 -0.92
C -1.85 -0.62 -6.68 -0.77
P 2.61 3.20 1.06 -0.29
H -3.22 -1.34 12.93 0.37
C 8.81 0.15 -3.48 -0.21
H -4.60 0.30 -7.06 0.59
C 2.35 4.31 -3.82 -0.15
H 0.29 1.73 0.33 -1.15
H 0.27 -4.72 0.41 -0.49
H 5.40 2.03 -1.79 0.59
H 2.60 6.22 -2.92 0.44
H 0.94 3.91 -6.98 0.39
H 3.18 -3.29 -1.78 -0.19
C 3.88 7.98 2.88 -1.36
C -0.84 -4.33 3.41 -1.11
H 6.47 4.09 -2.62 0.32
H 8.25 1.02 -1.65 0.54
H 0.73 0.33 6.61 -0.60
P -0.65 -5.84 2.32 0.82
H 3.28 6.26 3.93 0.45
H 5.61 -3.48 -5.09 0.39
H -2.68 4.61 -3.77 0.44
C -2.22 -6.15 1.37 -1.47
C -1.56 2.57 0.56 2.09
H 1.30 -8.14 -2.79 0.42
H -4.15 -6.40 -0.58 0.48
H 4.79 8.29 2.37 0.34
H -11.60 1.73 -1.65 0.34
H -1.79 1.80 1.30 -0.90
H -3.88 -4.80 -2.51 0.14
C -6.26 0.88 -0.97 -1.44
H 4.76 -4.07 0.16 0.57
H -3.70 3.13 -7.56 0.25
H -0.76 -0.59 12.88 0.40
C 8.08 0.08 -2.18 -1.41
H -3.20 0.45 12.85 0.30
C -0.89 -3.64 -5.64 -1.07
H -3.21 4.15 0.79 0.19
H -7.17 0.72 -0.39 1.04
C -0.37 -7.26 3.44 -1.54
H -0.85 1.81 5.90 -0.28
C 1.10 1.79 8.33 -1.06
H 2.77 0.84 0.52 -0.93
C -5.22 -1.17 0.17 -1.18
C 11.20 0.51 -4.49 -1.33
C 3.74 5.62 1.89 -0.82
S 0.63 0.09 -2.50 0.10
H 2.31 2.49 3.84 0.17
H 2.56 2.62 -1.27 0.16
C -7.59 3.37 -2.06 -0.96
H -1.30 -1.46 11.37 0.31
H 1.70 0.04 -5.73 -0.66
H -0.93 5.55 13.84 0.40
C 4.56 -3.02 -0.05 -1.25
H -0.77 1.58 11.97 0.28
H -2.02 -0.96 5.52 -0.02
H 3.87 -1.11 -4.38 -0.04
H -0.47 -4.04 -9.42 0.35
H 0.36 -6.84 4.14 0.67
H -5.82 2.80 3.45 0.02
C -4.51 3.14 -1.96 0.13
H 7.80 5.23 -4.26 0.42
C 1.70 0.55 -6.69 -0.05
H -1.36 -4.23 -6.43 0.32
C -2.15 3.93 0.92 -1.70
H 2.08 -10.39 3.78 0.34
H -2.59 5.76 11.91 0.37
C -0.37 3.77 10.25 -1.04
H -2.15 2.25 -2.74 -1.29
H -7.36 3.62 -3.10 0.61
H -1.80 -5.63 -0.70 -0.67
H 1.63 -1.95 6.58 0.34
H -6.70 3.72 4.68 0.49
C 1.42 -6.43 -1.36 0.45
H -2.02 3.71 4.92 0.39
H -1.41 -0.90 3.16 -0.80
H -4.41 4.18 -2.27 1.03
C -0.83 0.77 11.25 -0.68
H 4.65 -0.46 -0.81 -0.80
H 0.03 2.91 -8.03 0.31
H 0.08 1.82 -5.81 -0.57
H -0.10 -9.35 4.75 0.37
P -0.36 -1.43 -7.42 0.12
H -10.34 3.68 -2.53 0.37
H 5.82 -2.94 -1.81 0.41
C -0.91 4.80 13.06 -1.17
H 4.00 -4.78 -3.99 0.37
H -5.36 2.55 -7.80 0.40
H 0.08 -4.11 -3.81 -0.24
H 1.02 -7.66 0.22 0.45
H 3.08 8.25 2.19 0.34
H -5.04 0.90 0.84 -0.15
C 5.92 2.19 -3.82 -1.16
H -3.82 2.99 -1.13 -1.35
H 8.49 -0.67 -1.50 0.77
P 6.23 -0.18 -2.29 1.40
C 0.59 -5.61 0.94 -0.34
C 1.07 -10.79 3.73 -1.34
H -2.58 3.12 8.11 0.66
C 4.14 1.40 4.25 -1.66
H 4.40 2.25 4.89 0.43
H -4.19 -1.24 2.15 0.55
C -2.50 2.76 5.15 -1.15
C 5.74 -2.44 -0.84 -0.94
H 6.38 1.59 -4.60 0.52
H 6.36 -0.45 -0.08 0.95
H -6.29 0.42 -1.96 0.71
H -8.54 3.47 3.28 0.44
H 1.08 -11.51 2.91 0.33
H -8.53 1.37 -2.41 0.25
H -1.27 -7.31 4.05 0.68
H 3.49 -4.78 -5.70 0.52
H -1.55 1.87 3.42 -0.67
C 1.06 0.37 7.64 0.28
H 0.22 0.53 11.04 0.29
O 2.06 -0.04 -2.16 0.04
C -0.06 2.76 0.29 0.97
C 5.67 -0.86 -0.82 -0.02
H -1.60 -2.95 -12.88 0.39
H -9.70 2.73 -3.89 0.37
H -3.34 -0.40 11.38 0.28
H 0.59 -2.10 -5.40 -0.41
H 0.81 -11.45 4.56 0.38
F -0.50 -2.04 -1.38 0.06
H 4.15 -2.36 -3.11 -1.08
O 0.13 1.46 -2.49 -0.33
H 0.32 -2.13 -11.78 0.35
H -1.62 -4.75 4.04 0.65
H 11.13 -0.51 -4.87 0.34
H -2.56 -1.41 -6.45 0.93
C 5.45 1.38 -2.66 0.34
H -7.86 4.34 -1.66 0.67
P -0.56 2.48 9.00 0.59
H 4.48 5.86 1.12 0.32
H 4.37 -2.61 -6.06 0.36
C -1.15 -5.98 -4.39 -1.10
C 2.94 3.47 -0.72 -0.06
H 5.06 2.60 -4.35 0.63
H -2.18 -7.17 1.01 0.70
H 8.38 0.84 -4.20 0.07
H -3.88 -3.51 -1.33 -0.11
H 1.74 2.85 -8.14 0.41
H 3.29 0.56 7.25 0.45
H 0.31 3.28 10.94 0.57
H 1.71 -0.83 -8.38 0.80
C -7.62 3.76 2.77 -0.97
H 0.59 4.53 1.35 1.14
H 2.76 5.83 1.47 0.40
H 7.63 2.97 -2.68 0.25
C 3.00 1.42 1.41 -0.59
C -1.69 4.27 10.78 -0.49
C -0.24 -4.67 -4.68 0.28
H -5.84 4.64 3.41 0.33
C 3.00 5.22 -2.78 -1.01
C 2.50 -0.14 7.50 -0.79
H -7.69 4.77 2.38 0.32
H 8.86 -0.80 -4.01 0.50
C -7.53 2.89 1.53 -0.20
C -5.11 0.32 -0.08 0.68
H 0.12 4.44 13.02 0.31
H -1.66 4.74 0.37 0.44
H -2.16 -5.56 -4.30 0.43
C 3.98 6.50 3.12 -0.66
H -3.07 -1.97 4.66 0.40
C 4.62 -3.01 -5.07 -0.57
H -2.24 -2.33 -11.29 0.28
H -4.11 0.51 -0.47 -0.56
H -3.09 -1.51 0.79 -0.01
H 6.78 4.26 -5.35 0.33
H -6.21 -1.29 0.59 0.53
H -0.01 -8.70 1.82 0.29
C 0.03 -9.68 3.72 -0.68
H 2.86 3.36 -3.93 -0.49
H 10.94 1.18 -5.30 0.32
H -0.03 -1.57 3.86 0.30
H -1.99 2.15 -0.34 -0.56
C -3.97 -5.34 -0.37 -0.80
H -0.94 -10.11 3.48 0.35
C 10.25 0.66 -3.26 -0.75
H -1.06 -6.13 -3.31 -0.03
H -2.95 -6.07 2.18 0.63
H 4.06 5.19 -3.03 0.35
C 4.55 -1.88 -4.01 1.69
C -2.50 -5.34 0.09 1.65
C 3.67 -4.15 -4.82 -1.22
C 1.00 -0.19 -7.86 -1.27
C -6.37 3.71 3.64 -0.78
H 1.08 -3.24 -6.63 1.10
H -1.44 3.94 13.48 0.30
H -10.95 0.68 -2.91 0.34
H 0.53 0.55 -8.50 0.61
C -11.17 1.72 -2.65 -1.40
C -9.99 2.69 -2.83 -0.55
H -1.45 3.57 -4.45 0.14
C -4.29 2.17 -3.09 -0.27
H -4.73 -5.14 0.37 0.41
H 2.83 -1.97 -0.69 -0.06
H -2.51 1.56 -4.25 -1.00
H -5.33 3.15 1.11 -0.74
H 1.39 -8.27 2.82 0.38
H -2.16 4.58 9.85 0.28
H -1.08 -6.85 -5.04 0.36
C 2.66 4.92 -1.26 -0.80
H -9.14 2.34 -0.98 -0.06
C 0.75 3.45 1.35 -0.27
H 2.27 -5.86 -0.98 0.00
H 4.98 6.25 3.49 0.37
C -1.48 1.15 9.92 -1.31
H 0.08 -4.28 4.00 0.52
C 3.16 -3.01 -0.73 0.67
C 0.22 -2.70 -6.24 -0.01
C -0.08 -3.07 -9.70 -0.81
C -0.25 -0.79 -1.04 -0.79
H 6.64 -2.82 -0.37 0.62
H -1.00 -1.17 -9.52 0.72
H -0.92 6.02 11.28 0.34
H -12.01 1.93 -3.31 0.41
H 0.72 -5.02 -5.06 0.24
H -2.38 0.38 -8.48 0.77
H 1.25 0.90 2.48 -0.36
H 2.44 -3.68 -0.28 -0.48
H -2.77 0.87 4.25 0.28
H -3.54 3.06 5.33 0.36
H 1.59 -5.58 1.37 0.93
H 2.65 -3.79 -4.67 -0.02
C -2.35 0.64 -7.43 -0.45
C -1.60 -3.05 -11.80 -1.09
H 6.62 -2.15 -3.52 0.78
H -1.87 -2.69 5.63 0.47
```

=====

No. 2
Here is C9H10B2O4 in the gas phase in a non-equilibrium geometry from OMol25. Energies are from ωB97M-V with the def2-TZVPD basis set.

Values from the calculation:
2S+1: 1
HOMO-LUMO gap: 7.9 eV
energy above the lowest of the compared OMol25 structures with the same formula, charge and spin: 0.00 kcal per mole
total charge: 0

Structure (XYZ):
```
25
Properties=species:S:1:pos:R:3:nbo_charge:R:1
C 0.18 0.20 1.57 0.05
O 0.01 2.02 -3.04 -0.88
H -0.28 2.82 -3.51 0.48
H 0.11 -3.54 2.58 0.21
O -0.43 3.46 -1.12 -0.89
H 1.13 -2.33 -2.96 0.48
H -0.11 0.67 3.64 0.21
O 1.05 -2.13 -1.99 -0.85
H -1.00 1.72 1.01 0.26
C 0.01 -0.84 0.68 -0.12
C 0.06 -2.41 2.38 -0.21
C 0.12 -1.35 3.32 -0.20
C 0.05 -0.31 -0.64 -0.24
H -0.48 -0.93 -3.84 0.49
C 0.08 1.54 0.87 -0.48
O -0.69 -0.82 -2.91 -0.88
B 0.13 -1.18 -1.93 1.07
H -0.58 4.18 -1.69 0.48
H 0.67 2.44 1.20 0.24
H 0.18 -1.63 4.27 0.20
C 0.14 -0.03 2.95 -0.20
B -0.04 2.27 -1.67 1.07
C -0.12 -2.14 1.06 -0.19
H -0.44 -2.88 0.36 0.21
C 0.25 1.20 -0.58 -0.32
```

=====

| no. | lowest unoccupied orbital energy (eV) | E_tot (eV) |
| --- | --- | --- |
| 1 | -7.7 | -184915.0150 |
| 2 | 0.2 | -19041.7770 |